(1)
{"formula": "C10H30BaNO8", "method": "the ωB97M-V functional and the def2-TZVPD basis", "e_above_lowest_kj_mol": 74.25, "total_charge": 2, "e_lumo_ev": [-6.10, -10.23], "energy_ha": -1080.4566, "multiplicity": 2, "elements": ["Ba", "N", "O", "O", "O", "C", "C", "O", "H", "H", "H", "H", "H", "H", "C", "C", "O", "H", "H", "H", "H", "H", "H", "C", "C", "O", "H", "H", "H", "H", "H", "H", "C", "C", "O", "H", "H", "H", "H", "H", "H", "C", "C", "O", "H", "H", "H", "H", "H", "H"], "xyz": [[0.543642, -0.089971, 0.164677], [4.094111, 0.782814, -1.839937], [4.946605, 0.299398, -1.185631], [4.375921, 1.244901, -2.875691], [2.908874, 0.745786, -1.447221], [1.630410, 4.019197, 1.617250], [1.146267, 3.630057, 0.178250], [0.152394, 2.641796, 0.312598], [2.245190, 4.919138, 1.601479], [2.018916, 3.089038, 2.031948], [0.793378, 4.380685, 2.214588], [2.016228, 3.144337, -0.263714], [0.747524, 4.508671, -0.328851], [-0.536012, 3.147993, 0.750163], [-2.595962, 0.970733, 3.029842], [-1.182539, 1.333475, 3.536408], [-0.207221, 0.474525, 2.855695], [-2.612795, 1.167740, 1.957914], [-3.400151, 1.475609, 3.565079], [-2.686359, -0.108684, 3.151493], [-1.220809, 1.017064, 4.578777], [-0.825425, 2.308832, 3.205887], [0.430250, 0.206324, 3.521512], [-1.555819, -3.338848, 3.308887], [-0.623743, -3.597289, 2.098726], [-0.775384, -2.596741, 1.059785], [-1.211269, -2.588416, 4.020398], [-1.897041, -4.233296, 3.830083], [-2.443764, -2.878230, 2.875890], [-0.908277, -4.458809, 1.494646], [0.359223, -3.850160, 2.496154], [-1.675490, -2.662217, 0.732499], [-0.654751, 2.460742, -3.776393], [0.239786, 1.280947, -3.636354], [-0.066221, 0.443369, -2.546788], [-0.480570, 2.850094, -4.779476], [-0.365047, 3.220581, -3.050574], [-1.709287, 2.222223, -3.637969], [1.294929, 1.531155, -3.746655], [0.060086, 0.629637, -4.491699], [-0.870298, -0.047898, -2.730380], [-0.744762, -3.721585, -2.233491], [0.547037, -2.864838, -2.566403], [1.102332, -2.429917, -1.346789], [-1.609626, -3.130540, -1.932197], [-0.650390, -4.414509, -1.397395], [-1.080485, -4.327143, -3.075323], [0.289904, -2.063532, -3.259131], [1.260722, -3.491562, -3.101170], [1.385768, -3.252676, -0.941396]], "forces_ev_per_angstrom": [[-0.1029, -0.2298, -0.2157], [-3.7838, -0.4808, 1.1097], [2.6834, -1.4566, 2.3235], [0.8107, 1.7525, -3.4251], [0.1747, 0.1412, 0.1526], [-1.1152, 0.2305, -1.2115], [1.7634, 0.9505, 1.8413], [-0.8786, -0.6156, -0.1155], [0.7613, -0.5753, -0.0390], [0.4945, 0.5248, 0.4547], [-0.3654, -0.3568, 0.1078], [-0.2281, 0.3828, -0.7567], [0.3117, -0.2257, -0.4649], [-0.7047, -0.4679, 0.1592], [1.3482, -0.1381, -0.4320], [-0.8875, -0.9725, -0.8216], [0.0560, -0.5647, -0.3151], [-0.5054, 0.1923, -0.1082], [0.1836, 0.0956, -0.1579], [-0.2488, -0.0039, 0.1230], [0.7008, 0.9751, 0.2015], [-0.5411, 0.4107, 1.1384], [0.1065, -0.0891, 0.1111], [-0.4792, 0.4739, -1.1762], [-1.5712, -1.3222, 0.4625], [1.4383, 1.5806, 0.4177], [0.4928, -0.2392, -0.0086], [0.3711, -0.0402, -0.0739], [-0.4076, -0.1257, 0.1004], [-0.2104, -0.7183, 0.9281], [0.5722, 1.0272, -0.8010], [-0.1465, -0.2643, 0.1181], [0.3094, 0.7375, 0.3303], [-0.4975, -0.8465, -2.4088], [0.4559, -0.5332, 2.4918], [-0.2592, 0.2342, 0.0502], [-0.2041, 0.2108, -0.0211], [0.0295, -0.0696, -0.1503], [0.0380, -0.0557, 0.9127], [0.1221, 0.0991, -0.4560], [-0.1356, 0.1350, -0.4101], [0.2406, 0.3570, -0.4603], [-2.0647, -2.0384, -0.5450], [0.5362, 1.0344, 0.3590], [0.0461, 0.5187, -0.1962], [0.7161, -0.0784, -0.0052], [0.1683, 0.1295, -0.1617], [0.1723, 0.3280, 0.5130], [0.0789, -0.0328, 0.0556], [0.1546, 0.0190, 0.4751]]}

=====

(2)
{"formula": "C19H25N3O5S", "method": "the ωB97M-V functional and the def2-TZVPD basis", "e_above_lowest_kj_mol": 262.56, "e_lumo_ev": 0.45, "energy_ha": -1677.6442, "elements": ["C", "C", "O", "C", "O", "C", "C", "C", "S", "O", "O", "N", "C", "C", "N", "C", "C", "C", "C", "C", "C", "O", "C", "C", "C", "C", "N", "C", "H", "H", "H", "H", "H", "H", "H", "H", "H", "H", "H", "H", "H", "H", "H", "H", "H", "H", "H", "H", "H", "H", "H", "H", "H"], "xyz": [[-4.923811, -2.244810, 2.897721], [-4.606099, -2.356814, 1.418996], [-3.833766, -1.216622, 1.038768], [-3.596797, -1.070962, -0.268064], [-3.989690, -1.857185, -1.104210], [-2.818325, 0.138792, -0.523563], [-2.322512, 1.031175, 0.416237], [-1.649408, 2.032137, -0.288638], [-0.715227, 3.384032, 0.381166], [-0.610989, 4.396510, -0.626950], [-1.236555, 3.729937, 1.668139], [0.809153, 2.747169, 0.608810], [1.468685, 2.350891, -0.614624], [2.931804, 2.008248, -0.308982], [3.062937, 1.035994, 0.749058], [3.265405, -0.324379, 0.529438], [3.890711, -1.051816, 1.544945], [4.172342, -2.398060, 1.423875], [3.849403, -3.060079, 0.256169], [3.238908, -2.365554, -0.774708], [2.934198, -1.017565, -0.656229], [2.290406, -0.313488, -1.650126], [2.000257, -0.958716, -2.862719], [2.373175, 1.468865, 1.944382], [0.893876, 1.739396, 1.638770], [-1.741749, 1.719462, -1.629031], [-2.447569, 0.582362, -1.768278], [-2.756305, -0.024281, -3.037072], [-4.004810, -2.213544, 3.476279], [-5.486585, -1.335841, 3.091149], [-5.512865, -3.101991, 3.210188], [-4.028549, -3.262883, 1.202060], [-5.518966, -2.384139, 0.813415], [-2.449358, 0.974290, 1.477274], [0.975225, 1.473755, -1.056515], [1.399168, 3.192292, -1.303785], [3.434141, 2.921511, 0.031835], [3.427356, 1.647068, -1.207198], [4.178525, -0.531201, 2.445354], [4.656175, -2.920996, 2.234635], [4.067599, -4.109940, 0.136501], [2.984159, -2.899368, -1.676497], [1.290334, -1.781929, -2.726212], [2.905359, -1.336434, -3.348887], [1.548367, -0.195637, -3.496290], [2.834875, 2.396362, 2.298969], [2.446784, 0.709111, 2.720851], [0.414545, 0.800555, 1.314364], [0.371431, 2.127944, 2.512880], [-1.358726, 2.264157, -2.468756], [-1.835673, -0.246230, -3.579036], [-3.308201, -0.945937, -2.866972], [-3.362794, 0.654394, -3.638872]], "forces_ev_per_angstrom": [[0.2104, 0.1490, -0.3995], [-0.3340, -0.4668, 0.0383], [0.1394, 0.2932, 0.1496], [-0.1671, -0.3122, -0.2006], [0.0351, 0.0713, 0.1564], [0.1854, 0.3404, 0.6862], [-0.2460, -0.3675, -0.1146], [0.3705, 0.5941, 0.1058], [-0.0692, -0.1482, -0.1567], [0.1138, -0.2598, -0.2047], [0.0006, -0.3823, 0.0629], [-0.7830, 0.6807, -0.0168], [0.3867, -0.0469, -0.5952], [-0.1553, 0.1844, -0.2371], [-0.0837, 0.1723, -0.0249], [0.2213, -0.3035, -0.0946], [-0.0754, -0.0540, -0.1400], [-0.0363, -0.1084, 0.0308], [0.0187, -0.0151, 0.0178], [-0.0434, -0.0323, -0.1351], [-0.0863, 0.1279, -0.0230], [0.2297, -0.0079, 0.5184], [-0.0590, -0.1228, -0.1845], [-0.3866, 0.0507, 0.0523], [0.1042, -0.3007, 0.6317], [0.1125, 0.2595, 0.0189], [0.1190, 0.1645, 0.2787], [-0.1725, -0.2795, -0.6686], [0.0605, -0.0217, 0.1200], [-0.0828, 0.0632, 0.0690], [-0.0553, -0.0817, 0.0449], [-0.1053, 0.1348, -0.0154], [0.1719, -0.0249, 0.0821], [-0.0700, -0.0707, 0.2244], [0.0838, 0.0856, 0.0434], [0.1415, -0.0783, -0.0918], [-0.0115, 0.0016, -0.0929], [-0.0239, 0.1143, 0.0647], [0.0499, 0.0963, 0.0565], [0.0479, -0.0390, 0.0749], [0.0225, -0.0914, -0.0150], [-0.0416, 0.0014, -0.0983], [0.0478, 0.0227, -0.0065], [-0.0366, -0.0026, 0.0228], [0.0099, -0.0835, -0.0110], [-0.0371, -0.0461, 0.0921], [0.0074, 0.0856, -0.0210], [0.0486, 0.0193, 0.0435], [0.0823, -0.1562, 0.0826], [0.0417, 0.0566, -0.2407], [-0.0263, 0.0065, 0.0398], [0.1047, 0.1543, -0.0556], [0.0207, -0.0261, 0.0355]]}

=====

Quick rundown of max |F|, same order as above: 3.972; 1.038 eV Å⁻¹